Here is 13 unconnected molecules or ions with the total composition C27H80N6O13 from the OMol25 dataset. Energies are from ωB97M-V/def2-TZVPD.

```
126
Properties=species:S:1:pos:R:3
C 3.10179 1.90983 -0.87067
O 2.58579 3.15183 -0.41167
H 3.47579 1.26283 -0.12667
H 3.91779 2.07183 -1.64567
H 2.32479 1.43283 -1.44867
H 2.73679 3.78783 -1.09167
C 2.41279 -4.13917 -1.65567
O 1.54979 -5.19117 -2.05667
H 2.77979 -3.68817 -2.58667
H 3.28379 -4.56717 -1.11067
H 1.92679 -3.36617 -1.01267
H 1.95779 -5.85617 -2.65167
C 2.52679 2.04183 2.80433
O 3.20679 3.12983 2.21533
H 2.62679 2.04383 3.87433
H 2.78079 1.05583 2.39133
H 1.49979 2.13183 2.57633
H 3.08979 3.05583 1.27433
C -2.58221 2.42183 -2.89967
O -1.84121 1.23583 -3.11167
N -2.11521 3.59983 -2.84767
N -3.87821 2.38183 -2.57367
H -1.04221 3.62983 -3.01067
H -2.68121 4.42283 -2.60967
H -4.34821 1.45183 -2.63767
H -4.53021 3.21983 -2.58067
C -1.06921 -4.28617 -0.02067
O -1.54421 -4.16417 -1.32167
N 0.12679 -4.76917 0.21733
N -1.63821 -3.80117 1.04633
H 0.57979 -5.02617 -0.64767
H 0.50679 -5.03617 1.17733
H -2.62621 -3.56017 0.95033
H -1.54521 -4.40717 1.87133
C -2.03321 -1.23317 3.54333
O -3.25821 -1.02317 2.96133
N -1.12721 -1.99017 3.04833
N -1.70421 -0.64017 4.60233
H -1.29821 -2.53517 2.13833
H -0.13821 -2.02117 3.36433
H -2.54321 -0.15117 4.99833
H -0.72121 -0.61117 5.02733
C 1.36879 -1.01917 0.17533
C 0.37979 0.05383 0.65433
C -1.07421 -0.11517 0.19033
O 0.38979 0.07183 1.90733
H 0.94079 -1.98017 0.53833
H 2.36779 -0.93117 0.58333
H 1.55279 -1.10817 -0.89867
H 0.70079 0.99883 0.26833
H -1.42321 -1.17317 0.29333
H -1.11421 0.18683 -0.85067
H -1.73421 0.51983 0.76733
H -0.17921 -0.62317 2.17733
C -3.74621 -1.40417 -1.69667
C -4.91221 -0.59217 -1.28267
C -4.54821 0.29983 -0.08467
O -5.50221 0.15683 -2.10567
H -2.98821 -0.69517 -1.84767
H -4.03221 -1.97917 -2.53267
H -3.25621 -2.07617 -0.97067
H -5.68021 -1.30117 -0.98967
H -5.40021 0.74783 0.36233
H -3.84821 1.12183 -0.46267
H -4.04921 -0.17317 0.80133
H -6.00221 -0.44417 -2.64167
C -0.22921 -1.78217 -2.80567
C -1.15321 -2.14017 -3.93067
C -0.63421 -1.58817 -5.19567
O -1.40921 -3.36317 -4.13867
H -0.83521 -1.65617 -1.90467
H 0.22579 -0.82017 -3.01267
H 0.56179 -2.49517 -2.74367
H -2.02721 -1.44917 -3.83767
H -1.34221 -1.71517 -6.02667
H 0.34479 -1.92117 -5.55167
H -0.57221 -0.49817 -5.14667
H -1.48721 -3.81417 -3.31167
C -0.31421 5.56983 -0.68367
C -0.41021 4.55383 0.45833
C -0.76121 3.15083 -0.03267
O 0.58079 4.53783 1.23933
H -1.19421 5.46483 -1.33567
H 0.53979 5.28883 -1.33467
H -0.13221 6.57383 -0.39867
H -1.23621 4.89583 1.06633
H 0.08679 2.86283 -0.69567
H -1.76921 3.10483 -0.46167
H -0.74721 2.50383 0.83833
H 1.26779 4.12983 0.70033
C 3.10579 -1.94217 5.29733
C 2.82779 -1.11617 4.06633
C 3.77179 -1.55017 2.90433
O 1.65679 -1.23917 3.63733
H 4.21379 -1.74617 5.58733
H 3.06879 -3.00717 5.04833
H 2.43779 -1.57617 6.09233
H 3.09479 -0.05017 4.30533
H 3.41179 -2.38017 2.34533
H 4.83079 -1.59717 3.22333
H 3.78079 -0.67417 2.21733
H 1.48679 -0.65117 2.91233
C -0.63421 4.06883 4.38933
C -1.98721 3.30683 4.41833
C -2.12421 2.44383 3.22533
O -2.10421 2.47983 5.30333
H 0.10979 3.35183 3.91633
H -0.38921 4.38683 5.41433
H -0.72221 4.98883 3.84833
H -2.81921 3.99483 4.55833
H -1.21821 1.87883 2.97833
H -2.46021 3.06683 2.36833
H -2.96321 1.74383 3.35333
H -2.92021 2.58683 5.82833
C 4.15179 -2.22017 -5.01567
C 3.03579 -1.48917 -4.29267
C 3.33379 -0.76417 -2.97267
O 2.59879 -0.54317 -4.99467
H 4.67179 -2.87417 -4.39367
H 4.92379 -1.56417 -5.47167
H 3.80479 -2.68817 -5.96467
H 2.20879 -2.13617 -4.15667
H 3.79779 -1.41617 -2.21967
H 2.37079 -0.38917 -2.49067
H 4.04679 0.06283 -3.12267
H 3.30479 -0.05817 -5.40367
```

Calculated values
* DFT total energy: -64844.7371 eV
* charge: 0
* E_LUMO: 0.007 hartree

Results of the Mulliken charge analysis, in e, for atoms 1 through 5:
1. C -0.704
2. O -0.457
3. H 0.174
4. H 0.336
5. H 0.338